(1)
{"formula": "C3H7OS", "method": "ωB97M-V/def2-TZVPD", "orbital_gap_ev": [10.14, 7.49], "de_lowest_kcal_mol": 17.5, "s2": 0.755, "multiplicity": 2, "species": ["C", "O", "C", "C", "S", "H", "H", "H", "H", "H", "H", "H"], "coordinates": [[-0.57964, 0.43080, -1.94176], [-0.09522, 1.65426, -2.12480], [0.01734, -0.29522, -0.69765], [-0.40193, 0.19117, 0.69318], [0.50958, -0.78297, 1.99161], [-1.66605, 0.45183, -1.66487], [-0.56840, -0.20630, -2.83855], [1.09753, -0.13153, -0.79397], [-0.23521, -1.35431, -0.75208], [-0.23569, 1.23470, 0.92777], [-1.45086, -0.11731, 0.74075], [0.67197, -1.86374, 1.19502]], "forces_ev_per_a": [[-0.911, -1.360, 1.195], [-0.099, 0.674, -0.084], [1.218, 0.890, -0.235], [-0.363, -1.443, -0.239], [-0.218, 0.168, -0.721], [0.138, 0.666, -0.370], [0.244, 0.031, -0.030], [-0.019, -0.555, 0.037], [0.181, -0.050, -0.203], [-0.104, 0.148, -0.255], [-0.065, 0.643, 0.555], [-0.002, 0.189, 0.348]]}

***

(2)
{"formula": "CH4EuO", "method": "ωB97M-V/def2-TZVPD", "orbital_gap_ev": [6.53, 6.75], "s2": 15.761, "multiplicity": 8, "species": ["Eu", "O", "H", "C", "H", "H", "H"], "coordinates": [[0.45705, -0.63254, -0.21685], [-1.36869, -0.16556, -1.30762], [-1.52500, -0.03837, -2.24151], [2.15694, 1.10614, 0.17058], [2.49040, 1.61796, -0.74833], [3.08525, 0.68498, 0.59592], [1.77491, 1.92709, 0.80311]], "forces_ev_per_a": [[-0.476, -0.445, 0.110], [0.474, -0.136, -0.008], [-0.336, 0.174, -0.123], [0.357, 0.529, -0.338], [-0.090, -0.099, 0.054], [-0.220, 0.247, 0.208], [0.291, -0.270, 0.097]]}

***

(3)
{"formula": "C2H10N2O", "method": "ωB97M-V/def2-TZVPD", "orbital_gap_ev": [3.05, 9.65], "de_lowest_kcal_mol": 2.6, "s2": 0.750, "charge": -1, "multiplicity": 2, "species": ["C", "N", "C", "N", "H", "H", "H", "H", "H", "H", "H", "H", "H", "H", "O"], "coordinates": [[-0.10322, 1.30649, 0.79494], [-0.28317, 0.63797, -0.50100], [-0.84132, -0.69621, -0.33067], [-2.26158, -0.68024, 0.03367], [0.80590, 1.90291, 0.75463], [-0.00439, 0.60233, 1.63422], [-0.98438, 1.91287, 1.03327], [0.66532, 0.47999, -0.82638], [-0.79703, -1.24401, -1.27439], [-0.27736, -1.28064, 0.40467], [-2.81969, -0.53747, -0.79441], [-2.48079, 0.11155, 0.64464], [3.29919, 0.20066, -0.46268], [3.38018, -1.35266, -0.06924], [2.82176, -0.55952, -0.08582]], "forces_ev_per_a": [[-0.446, -0.229, 0.030], [0.418, -0.316, 0.292], [-0.598, 0.042, -0.160], [-0.161, 0.167, 0.450], [-0.126, 0.222, 0.092], [0.206, -0.099, -0.124], [0.199, 0.255, -0.061], [0.164, -0.028, -0.299], [0.276, 0.103, -0.022], [-0.045, 0.092, 0.144], [-0.007, 0.113, -0.171], [0.274, -0.406, -0.143], [0.599, -0.239, -0.092], [0.574, 0.125, -0.209], [-1.328, 0.199, 0.274]]}

***

(4)
{"formula": "C4H8N2O2", "method": "ωB97M-V/def2-TZVPD", "orbital_gap_ev": 2.44, "de_lowest_kcal_mol": 244.4, "multiplicity": 1, "species": ["C", "N", "C", "C", "C", "N", "O", "O", "H", "H", "H", "H", "H", "H", "H", "H"], "coordinates": [[-4.20691, 0.51482, 0.51257], [-1.53968, -0.64010, -0.41936], [-2.53783, -0.03228, -0.80723], [3.77354, 0.19576, 1.27648], [3.76679, -0.04843, -0.12147], [2.67516, -0.70739, -0.66925], [4.70459, 0.24151, -0.86966], [-5.12473, 0.22430, -0.19935], [-3.80911, 1.54043, 0.59905], [-2.75993, 0.71037, -1.58800], [2.60387, -0.56947, -1.66199], [-3.04724, -1.03345, -0.99430], [4.59921, 0.73075, 1.71560], [2.96620, -0.15229, 1.90810], [1.89651, -0.83456, -0.04550], [-3.96044, -0.13998, 1.36431]], "forces_ev_per_a": [[-1.618, 0.419, 2.283], [1.247, 1.545, 0.894], [1.394, -3.186, -2.463], [-0.448, -0.058, 0.293], [0.397, -0.428, -1.015], [0.441, 0.393, 1.144], [0.152, 0.385, 0.182], [-0.478, 0.109, -0.759], [0.316, 0.024, -0.445], [0.225, 0.681, 0.631], [-0.452, -0.244, -0.021], [-1.336, 0.572, 0.031], [0.065, -0.034, -0.044], [0.057, 0.039, 0.028], [-0.479, -0.070, -0.605], [0.517, -0.148, -0.135]]}

***

(5)
{"formula": "C24H34N2O3", "method": "ωB97M-V/def2-TZVPD", "orbital_gap_ev": 8.82, "de_lowest_kcal_mol": 78.1, "multiplicity": 1, "species": ["C", "O", "C", "C", "C", "C", "N", "C", "C", "N", "C", "C", "C", "C", "C", "C", "O", "C", "C", "C", "C", "O", "C", "C", "C", "C", "C", "C", "C", "H", "H", "H", "H", "H", "H", "H", "H", "H", "H", "H", "H", "H", "H", "H", "H", "H", "H", "H", "H", "H", "H", "H", "H", "H", "H", "H", "H", "H", "H", "H", "H", "H", "H"], "coordinates": [[3.40360, 1.56339, -2.06310], [2.09803, 1.10041, -1.80064], [1.88450, -0.08397, -1.15738], [0.59729, -0.58630, -1.29953], [0.19010, -1.76462, -0.69319], [-1.22114, -2.25063, -0.87962], [-2.17198, -1.16773, -0.70902], [-3.51912, -1.53853, -1.08945], [-4.41814, -0.29688, -1.03874], [-4.39171, 0.42255, 0.22273], [-5.43237, 0.12790, 1.19889], [-6.76502, 0.72628, 0.73341], [-5.62787, -1.35187, 1.55630], [-3.03436, 0.61665, 0.72076], [-2.33209, 1.75013, -0.04628], [-3.07750, 3.08025, 0.07536], [-4.29951, 3.08864, -0.61526], [-2.18249, -0.65982, 0.64703], [1.11026, -2.46660, 0.06439], [2.40099, -1.98791, 0.21660], [2.80945, -0.79722, -0.36930], [4.06462, -0.26852, -0.20799], [5.02017, -0.98186, 0.54852], [6.29003, -0.17236, 0.56150], [7.50161, -0.73403, 0.18641], [8.65966, 0.02438, 0.20642], [8.61357, 1.35304, 0.59074], [7.40571, 1.92092, 0.96045], [6.25088, 1.16077, 0.95053], [4.01451, 0.79755, -2.54660], [3.27422, 2.40542, -2.74346], [3.90974, 1.90264, -1.15726], [-0.10100, -0.02005, -1.89351], [-1.42146, -3.08878, -0.18569], [-1.33649, -2.62966, -1.90125], [-3.91585, -2.33681, -0.43568], [-3.50449, -1.91802, -2.11486], [-4.07881, 0.38836, -1.82259], [-5.44499, -0.58215, -1.26753], [-5.14123, 0.65658, 2.11507], [-7.13683, 0.22096, -0.15429], [-7.50834, 0.62011, 1.51954], [-6.65058, 1.78293, 0.50621], [-5.97804, -1.91718, 0.69588], [-4.70130, -1.79248, 1.91606], [-6.37190, -1.43835, 2.34500], [-3.10515, 0.91772, 1.77312], [-1.32588, 1.86936, 0.35651], [-2.24261, 1.47719, -1.09634], [-2.47657, 3.88783, -0.35270], [-3.24473, 3.30671, 1.14197], [-4.72270, 2.23651, -0.41131], [-2.57440, -1.41709, 1.35369], [-1.15741, -0.42641, 0.94106], [0.83073, -3.39230, 0.54545], [3.09233, -2.55605, 0.81844], [4.66013, -1.11925, 1.58071], [5.20323, -1.97100, 0.10663], [7.54135, -1.76950, -0.12060], [9.59888, -0.42293, -0.08400], [9.51651, 1.94533, 0.60132], [7.36467, 2.95773, 1.26032], [5.30731, 1.59870, 1.24011]], "forces_ev_per_a": [[0.420, 0.283, -0.164], [-0.269, -0.227, 0.302], [-0.118, -0.033, -0.094], [0.267, -0.002, 0.080], [0.155, -0.109, 0.063], [-0.057, 0.004, -0.080], [-0.024, -0.118, -0.040], [-0.185, 0.133, -0.061], [0.049, -0.230, -0.178], [-0.006, 0.076, 0.047], [-0.398, -0.093, 0.113], [0.270, -0.057, 0.204], [0.176, 0.295, 0.065], [0.567, 0.031, 0.009], [-0.409, 0.166, 0.243], [0.375, -0.078, 0.145], [-0.446, 0.056, -0.314], [-0.116, 0.186, 0.233], [-0.133, 0.037, -0.083], [0.208, 0.042, 0.023], [0.041, 0.031, 0.000], [-0.269, 0.104, -0.123], [0.129, -0.186, 0.225], [-0.121, -0.089, -0.085], [-0.140, -0.027, 0.048], [0.133, 0.017, 0.000], [0.107, -0.015, -0.029], [-0.058, 0.077, 0.042], [-0.008, -0.031, 0.006], [-0.028, 0.040, 0.025], [0.035, -0.063, 0.026], [-0.044, -0.025, -0.120], [-0.095, 0.127, -0.099], [0.019, 0.041, -0.073], [-0.055, -0.052, 0.083], [0.024, 0.022, -0.039], [-0.024, -0.018, 0.030], [-0.072, -0.088, -0.057], [-0.010, 0.041, -0.045], [-0.001, -0.036, -0.128], [-0.077, -0.076, -0.112], [-0.145, -0.017, 0.038], [-0.026, 0.117, -0.011], [-0.037, -0.101, -0.098], [0.042, -0.105, 0.017], [-0.103, -0.052, 0.063], [-0.030, -0.027, -0.091], [0.121, -0.019, -0.010], [0.099, 0.032, -0.079], [0.009, -0.054, 0.124], [0.111, 0.031, -0.054], [0.119, 0.001, 0.031], [0.067, 0.007, -0.061], [-0.045, 0.003, 0.059], [-0.057, -0.085, 0.063], [0.099, -0.005, 0.046], [-0.016, -0.041, -0.180], [-0.042, 0.098, 0.081], [-0.015, -0.098, -0.049], [0.074, -0.029, -0.027], [0.071, 0.045, -0.002], [-0.003, 0.081, 0.027], [-0.108, 0.064, 0.026]]}

***

(6)
{"formula": "C3H4LaLiO3", "method": "ωB97M-V/def2-TZVPD", "orbital_gap_ev": [3.71, 4.13], "de_lowest_kcal_mol": 66.3, "s2": 0.851, "charge": 1, "multiplicity": 2, "species": ["H", "C", "C", "O", "C", "O", "La", "O", "H", "H", "H", "Li"], "coordinates": [[2.29412, -0.47518, -0.39370], [1.18835, -0.42659, -0.39822], [0.79467, 1.02552, -0.38169], [-0.52787, 1.46352, -0.44379], [-1.67612, 0.78347, -0.93645], [-2.25727, 0.36018, 0.37393], [-0.74012, 0.15539, 1.87821], [0.67410, -1.09388, 0.73071], [0.81911, -0.93623, -1.31431], [1.45066, 1.74205, -0.88514], [-3.14610, 0.01504, 0.29606], [1.12646, -2.61327, 1.47439]], "forces_ev_per_a": [[-0.506, 0.200, -0.081], [0.103, 0.947, -2.033], [1.797, -0.116, 1.472], [-2.933, -0.824, 0.504], [1.170, 0.099, -0.995], [-1.881, 0.365, -0.833], [2.938, 1.699, 1.173], [-0.404, -1.515, 1.073], [0.168, -0.093, 0.402], [-0.106, -0.367, 0.303], [-0.590, -0.066, -0.677], [0.245, -0.329, -0.306]]}

***

(7)
{"formula": "C4H3KLiO2", "method": "ωB97M-V/def2-TZVPD", "orbital_gap_ev": [4.84, 5.18], "de_lowest_kcal_mol": 7.8, "s2": 0.758, "multiplicity": 2, "species": ["O", "C", "C", "C", "C", "O", "Li", "H", "H", "H", "K"], "coordinates": [[-1.37856, -0.52595, 0.06510], [-1.29432, 0.09297, 1.13936], [-0.51090, 0.64930, 2.02080], [1.89449, 0.45788, 1.69611], [1.79236, 0.48483, 0.29148], [1.59310, 1.13362, -0.77365], [-0.18661, 2.16416, 0.39980], [-0.68900, 1.01358, 3.02683], [2.27721, -0.46401, 2.14591], [2.40998, 1.33854, 2.11579], [-0.27690, -0.80764, -1.83107]], "forces_ev_per_a": [[-1.399, 0.272, 1.097], [2.291, 0.663, 1.058], [-3.290, 0.311, -0.798], [1.972, 0.832, -2.968], [0.464, -1.831, 1.328], [-0.966, 0.787, 1.372], [0.601, -0.912, 0.287], [0.323, -0.228, -0.243], [-0.622, 0.128, -0.255], [-0.522, 0.134, 0.196], [1.148, -0.157, -1.074]]}

***

(8)
{"formula": "C17H24N4O3", "method": "ωB97M-V/def2-TZVPD", "orbital_gap_ev": 7.03, "de_lowest_kcal_mol": 352.8, "multiplicity": 1, "species": ["C", "C", "C", "C", "C", "C", "C", "C", "C", "C", "C", "C", "C", "C", "C", "C", "C", "H", "H", "H", "H", "H", "H", "H", "H", "H", "H", "H", "H", "H", "H", "H", "H", "H", "H", "H", "H", "H", "H", "H", "H", "N", "N", "N", "N", "O", "O", "O"], "coordinates": [[3.45025, 0.71097, -0.87632], [1.99281, 1.03440, -0.24056], [3.29261, -0.94300, -1.08970], [3.39332, -1.84762, 0.24973], [4.65187, -2.66567, 0.47010], [5.76921, -1.70965, 1.27950], [-0.52440, 1.06157, -0.64064], [-0.68880, 2.44391, -0.75472], [-1.11491, 0.52664, 0.72872], [-2.49142, 0.25697, 0.72131], [-3.22638, 0.86942, 1.60137], [-3.43077, -0.82981, 0.16756], [-4.71755, -0.84256, 0.80828], [-3.26793, -1.65692, -1.01606], [-5.86088, -1.37638, 0.26436], [-4.44278, -2.16817, -1.68840], [-5.60536, -2.18052, -0.81614], [5.69922, 1.79974, -0.81618], [3.75020, 1.95679, 0.88064], [3.63708, 1.15263, -1.82061], [4.07405, -1.35487, -1.90662], [2.16558, -1.23486, -1.51147], [3.27036, -0.99759, 0.96175], [2.37808, -2.59525, 0.23807], [4.27881, -3.33475, 1.27021], [5.06067, -3.21256, -0.41003], [5.47336, -0.95383, 2.19028], [6.59818, -2.55111, 1.68788], [5.66681, 0.11012, -0.01186], [6.07929, -1.34582, -0.71993], [0.96323, 0.22141, -1.88385], [-1.34919, 0.59470, -1.21733], [-1.02653, 1.24646, 1.59691], [-0.41729, -0.44146, 1.13767], [-3.04242, 1.65555, 2.23572], [-5.52035, 1.27248, 1.64080], [-2.29234, -1.97310, -1.45872], [-6.76613, -1.01122, 0.76810], [-4.35423, -2.60673, -2.56935], [-6.48130, -2.57989, -1.29952], [-2.50016, 2.43256, 0.10030], [4.46517, 1.08958, 0.11550], [6.21140, -0.84332, 0.17689], [0.83255, 0.55042, -0.83846], [-4.58631, 0.18243, 1.86860], [1.84919, 1.67565, 0.84227], [0.27934, 3.10520, -1.09698], [-1.73828, 3.06856, -0.16415]], "forces_ev_per_a": [[-2.171, -2.813, 1.848], [-1.292, 2.109, 1.956], [-0.319, -1.740, -1.851], [-2.808, 0.800, -2.167], [-0.255, 1.159, 4.077], [0.118, -1.158, -1.085], [-1.096, -4.891, 2.242], [2.565, 5.180, 1.085], [5.364, -0.875, 2.027], [-3.618, -3.624, -0.604], [-5.724, -2.106, 1.373], [0.525, -1.606, -1.779], [3.397, 4.287, 0.292], [-0.943, 0.048, -0.464], [1.382, 0.192, 1.569], [0.861, 2.333, 8.641], [-1.116, 0.410, -3.904], [-3.538, -1.338, 2.646], [2.475, -2.673, -2.876], [-0.474, 0.476, -0.875], [-1.746, 1.122, 1.740], [3.246, 1.173, 0.698], [0.005, -1.397, 0.524], [2.785, 2.188, 0.221], [0.576, -0.616, -0.668], [-0.129, 0.574, 0.767], [0.079, -2.404, -2.133], [-1.731, 2.641, -0.990], [1.347, -3.046, 1.786], [0.524, 0.265, 0.910], [-0.093, 0.941, 3.027], [1.379, -0.304, -1.070], [0.773, -0.458, -1.230], [-1.991, 2.505, -1.468], [0.682, 1.629, 1.408], [3.230, -4.174, 0.881], [-0.613, 1.095, 0.360], [-0.149, -1.139, -0.662], [0.000, -2.211, -3.631], [-0.354, -0.368, -0.058], [1.819, 1.194, -0.712], [-0.770, 4.982, -0.285], [0.652, 1.088, -1.401], [0.678, -0.840, -4.391], [-1.430, 4.475, -2.399], [1.411, -1.705, -2.648], [-1.737, 0.024, -0.434], [-1.778, -1.404, -0.293]]}

***

- multiplicity of number 8 (C17H24N4O3)?
  1